#one
# C3H6NO3

A structure of composition C3H6NO3 (the ωB97M-V functional and the def2-TZVPD basis, the OMol25 dataset).

## Properties
HOMO energy	-3.631	eV
gap between HOMO and LUMO	0.2843	Ha
E_LUMO	4.104	eV

Geometry as ORCA input:
```
! wB97M-V def2-TZVPD RIJCOSX def2/J DEFGRID3
* xyz -1 1
C 1.0151 -0.1357 0.4783
C 0.4908 -1.3595 -0.2805
O -0.8389 -1.5740 -0.2267
N 0.6534 1.0309 -0.2641
C -0.7387 1.3509 -0.2749
O -1.3201 1.9315 -1.2044
O -1.4025 1.3008 0.9564
H 0.7472 -0.0704 1.5661
H 2.1233 -0.2829 0.5467
H 1.0764 -2.2649 0.0245
H 0.8030 -1.0768 -1.2891
H -2.2272 0.8719 0.6924
H -0.3818 0.2782 -0.7249
*
```

---

#two
# C3H6NO3

A cluster of 2 separate species, C3H6NO3 in total (the ωB97M-V functional and the def2-TZVPD basis, the OMol25 dataset).

## Properties
HOMO energy	-4.583	eV
gap between HOMO and LUMO	0.3222	Ha
E_LUMO	4.185	eV

Geometry as ORCA input:
```
! wB97M-V def2-TZVPD RIJCOSX def2/J DEFGRID3
* xyz -1 1
O -2.1653 -0.3870 -0.2916
C -2.1486 0.8159 0.0500
O -1.1922 1.4998 0.4755
H -3.0864 1.4171 -0.0184
O 2.0813 1.4783 -0.9058
C 1.2817 0.5718 -0.7921
C 1.2859 -0.3768 0.3583
N 0.3420 -1.4727 0.0941
H 0.5410 0.4239 -1.5897
H 2.2611 -0.8814 0.4728
H 1.0993 0.1717 1.2880
H 0.3611 -2.1177 0.8752
H -0.6609 -1.1428 -0.0162
*
```

---

What is the stability order? It is #two, #one, from most stable to least stable.

---

#one
# C4H3N3O

An isolated molecule of C4H3N3O (the ωB97M-V functional and the def2-TZVPD basis, the OMol25 dataset).

## Properties
HOMO energy	-8.796	eV
SMILES	c1cc2onnn2c1
gap between HOMO and LUMO	0.3413	Ha
E_LUMO	0.492	eV

Geometry as ORCA input:
```
! wB97M-V def2-TZVPD RIJCOSX def2/J DEFGRID3
* xyz 0 1
C -0.8652 -1.4545 1.2653
C 0.3955 -1.6354 0.4609
C 0.5550 -0.3870 -0.1490
O 1.1966 0.1037 -1.3066
N 0.5993 1.4252 -1.2956
N -0.2913 1.6724 -0.4828
N -0.3970 0.5056 0.2930
C -1.2040 -0.1614 1.1878
H -1.4694 -2.2884 1.8213
H 1.2671 -2.3945 0.7658
H -2.0366 0.4613 1.6731
*
```

---

#two
# C4H3N3O

An isolated molecule of C4H3N3O (the ωB97M-V functional and the def2-TZVPD basis, the OMol25 dataset).

## Properties
HOMO energy	-9.901	eV
SMILES	[H]/N=C1/N=CC=NC1=O
gap between HOMO and LUMO	0.2770	Ha
E_LUMO	-2.365	eV

Geometry as ORCA input:
```
! wB97M-V def2-TZVPD RIJCOSX def2/J DEFGRID3
* xyz 0 1
H 2.4062 0.5569 -0.1415
N 1.7284 1.3227 -0.0481
C 0.5800 0.7398 -0.0341
N -0.5381 1.4967 0.0999
C -1.6220 0.8097 -0.0240
C -1.7334 -0.6605 0.0306
N -0.6775 -1.4375 -0.1128
C 0.5167 -0.8206 -0.0446
O 1.6090 -1.3467 0.1108
H -2.5971 1.2706 -0.0685
H -2.7185 -1.1376 0.1832
*
```

---

What is the stability order? It is #two, #one, from most stable to least stable.